Entry 1:
81
Properties=species:S:1:pos:R:3 method="wB97M-V/def2-TZVPD" charge=-1 lumo_energy_ha=0.059 orbital_gap_ev=6.5 molar_mass_g_mol=1019.6 relative_energy_ev=0.1622
S 1.702 6.521 -1.119
C 1.216 4.989 -1.325
N 0.624 3.985 -1.458
B 1.153 2.809 -0.542
N 1.694 3.289 0.869
C 2.838 3.097 0.997
S 4.453 3.341 1.006
H 0.202 2.094 -0.326
H 1.998 2.193 -1.127
Cl 2.061 -0.988 0.681
C 1.991 -1.829 -0.892
C 3.186 -1.540 -1.769
Cl 3.212 0.136 -2.355
H 1.058 -1.547 -1.378
H 1.955 -2.897 -0.673
H 3.157 -2.181 -2.649
H 4.122 -1.727 -1.242
Cl -0.584 0.961 -3.980
C -0.911 2.698 -4.206
C -2.292 2.951 -4.772
Cl -2.441 2.395 -6.466
H -0.135 3.105 -4.851
H -0.819 3.165 -3.226
H -2.496 4.019 -4.765
H -3.064 2.455 -4.187
Cl 5.607 -5.790 -1.509
C 5.218 -5.937 -3.242
C 4.461 -4.738 -3.760
Cl 2.814 -4.641 -3.091
H 4.653 -6.857 -3.384
H 6.165 -6.032 -3.772
H 4.359 -4.805 -4.843
H 4.976 -3.807 -3.523
Cl -3.153 2.429 -1.772
C -3.622 1.282 -0.491
C -2.551 1.189 0.565
Cl -1.080 0.426 -0.053
H -3.824 0.319 -0.956
H -4.551 1.646 -0.050
H -2.901 0.587 1.403
H -2.280 2.175 0.944
Cl 1.504 0.107 3.861
C 0.642 -1.162 4.762
C -0.585 -1.648 4.031
Cl -1.868 -0.409 3.966
H 0.391 -0.768 5.746
H 1.343 -1.988 4.894
H -1.002 -2.512 4.554
H -0.351 -1.943 3.008
Cl -1.717 -0.259 -12.294
C -1.245 1.120 -11.265
C -1.772 0.990 -9.856
Cl -3.544 1.158 -9.781
H -1.601 2.031 -11.742
H -0.156 1.144 -11.249
H -1.354 1.780 -9.232
H -1.506 0.031 -9.416
Cl -1.203 -4.246 5.932
C -1.684 -4.078 7.641
C -3.076 -3.515 7.786
Cl -3.165 -1.811 7.278
H -0.944 -3.453 8.138
H -1.639 -5.074 8.082
H -3.380 -3.551 8.833
H -3.799 -4.080 7.201
Cl -2.509 6.058 -3.710
C -2.606 7.037 -2.224
C -3.416 6.355 -1.149
Cl -5.150 6.267 -1.563
H -3.023 8.008 -2.487
H -1.584 7.186 -1.877
H -3.341 6.918 -0.219
H -3.062 5.342 -0.965
Cl 2.140 -3.711 7.990
C 2.768 -3.363 9.619
C 2.082 -4.188 10.681
Cl 0.378 -3.712 10.909
H 2.652 -2.296 9.804
H 3.833 -3.593 9.604
H 2.580 -4.044 11.639
H 2.106 -5.249 10.440

=====

Entry 2:
70
Properties=species:S:1:pos:R:3 method="wB97M-V/def2-TZVPD" charge=+1 lumo_energy_ha="-0.106 / -0.183" orbital_gap_ev="7.8 / 6.6" multiplicity=6 molar_mass_g_mol=649.8
Ru -0.612 2.236 -0.156
S -1.142 1.982 -2.576
C -2.722 2.550 -2.456
C -3.702 1.975 -3.330
N -4.469 1.505 -4.044
C -3.131 3.579 -1.578
S -2.091 4.416 -0.566
C -4.519 3.950 -1.588
N -5.630 4.234 -1.548
C 2.260 4.613 3.999
N 2.218 4.025 2.666
C 3.506 3.832 2.011
C 1.094 3.737 1.992
N 1.067 3.158 0.828
N -0.095 4.189 2.571
C -1.321 3.551 2.573
N -2.250 4.132 3.365
N -1.496 2.465 1.902
H 3.040 4.114 4.572
H 1.326 4.454 4.528
H 2.484 5.681 3.949
H 4.291 4.049 2.728
H 3.617 4.500 1.156
H 3.633 2.797 1.690
H 1.989 2.871 0.516
H -0.023 5.042 3.100
H -2.101 5.040 3.770
H -3.212 3.872 3.222
H -2.415 2.061 2.056
C -0.705 -3.359 1.884
C 0.437 -3.201 0.865
C 1.615 -2.586 1.635
C 0.837 -4.621 0.422
Si -0.012 -2.138 -0.666
Br -1.126 -0.351 0.352
C 1.512 -1.372 -1.547
C 1.190 -0.774 -2.923
C 2.170 -0.239 -0.744
C 2.562 -2.476 -1.777
C -1.314 -2.889 -1.835
C -2.398 -3.639 -1.049
C -2.034 -1.839 -2.695
C -0.639 -3.907 -2.775
H -0.307 -3.894 2.748
H -1.539 -3.940 1.505
H -1.092 -2.408 2.248
H 1.831 -3.217 2.499
H 1.377 -1.590 2.012
H 2.533 -2.522 1.050
H 1.132 -5.191 1.305
H 1.677 -4.644 -0.271
H 0.005 -5.152 -0.035
H 0.447 0.016 -2.867
H 0.837 -1.511 -3.640
H 2.107 -0.344 -3.332
H 1.539 0.665 -0.775
H 3.121 0.021 -1.218
H 2.363 -0.474 0.301
H 2.163 -3.310 -2.353
H 2.982 -2.873 -0.855
H 3.386 -2.051 -2.356
H -2.886 -3.015 -0.301
H -2.014 -4.530 -0.556
H -3.168 -3.967 -1.749
H -2.562 -1.101 -2.092
H -2.782 -2.352 -3.304
H -1.375 -1.306 -3.376
H -0.150 -4.719 -2.238
H 0.094 -3.455 -3.441
H -1.408 -4.356 -3.408

=====

Entry 3:
78
Properties=species:S:1:pos:R:3 method="wB97M-V/def2-TZVPD" charge=+1 lumo_energy_ha="-0.112 / -0.230" orbital_gap_ev="9.9 / 6.7" multiplicity=5 molar_mass_g_mol=723.1
Co -0.458 1.764 0.778
C -1.123 2.000 4.210
O -1.028 2.317 2.811
H -1.947 1.337 4.474
H -0.202 1.549 4.578
H -1.189 2.941 4.757
B -0.333 -0.329 0.818
H 0.601 0.158 1.050
H -0.818 0.105 -0.043
H -0.173 -1.363 0.557
H -1.022 -0.277 1.647
C 0.355 -3.417 -3.268
C -0.045 -2.157 -4.034
C -1.027 -1.425 -3.127
F -1.503 -0.255 -3.646
F -2.062 -2.202 -2.942
F 1.044 -1.428 -4.193
F -0.528 -2.377 -5.246
O 0.903 -3.117 -1.983
C 1.732 -4.058 -1.248
C 1.822 -3.600 0.237
F 2.569 -4.422 1.037
F 2.368 -2.361 0.331
F 1.170 -5.298 -1.338
F 2.898 -4.101 -1.847
H 1.095 -3.919 -3.891
H -0.467 -4.127 -3.188
H -0.680 -1.149 -2.132
H 0.809 -3.534 0.632
C 3.388 3.621 1.850
C 3.062 2.737 2.988
C 2.319 1.623 2.264
O 1.544 2.374 1.294
C 2.360 3.427 0.765
H 4.374 3.391 1.446
H 3.488 4.682 2.079
H 2.386 3.281 3.649
H 3.873 2.306 3.574
H 1.762 1.046 3.002
H 3.040 0.928 1.834
H 1.804 4.358 0.661
H 2.841 3.083 -0.151
C -4.468 0.576 -0.915
C -4.952 0.509 0.521
C -3.658 0.889 1.302
O -2.725 1.413 0.341
C -3.396 1.682 -0.875
H -5.318 0.769 -1.569
H -4.020 -0.378 -1.193
H -5.453 -0.404 0.843
H -5.641 1.340 0.676
H -3.220 -0.051 1.637
H -3.782 1.588 2.130
H -2.760 1.622 -1.758
H -3.902 2.641 -0.986
C 2.692 1.047 -2.733
C 1.638 1.653 -3.658
C 0.601 2.213 -2.700
O 0.748 1.449 -1.482
C 1.909 0.551 -1.516
H 3.394 1.778 -2.332
H 3.250 0.226 -3.184
H 1.149 0.870 -4.238
H 1.931 2.432 -4.362
H -0.398 2.231 -3.137
H 0.852 3.262 -2.542
H 1.536 -0.453 -1.717
H 2.466 0.520 -0.580
C -2.463 -2.835 0.717
Cl -4.138 -2.797 1.293
Cl -2.150 -4.330 -0.206
H -2.221 -2.003 0.055
H -1.758 -2.761 1.545
C 1.005 -1.841 3.776
Cl 1.847 -0.817 4.987
Cl 0.823 -3.484 4.378
H 0.018 -1.413 3.600
H 1.562 -1.806 2.840

=====

Entry 4:
69
Properties=species:S:1:pos:R:3 method="wB97M-V/def2-TZVPD" smiles="CCP(CC)[C@]1(CCCCCOC)[C@@H](CP(=O)(O)O)C(=O)N[C@]1(CC)[C@@H](Br)[C@H](C)Br" charge=0 lumo_energy_ha=0.013 orbital_gap_ev=8.7 molar_mass_g_mol=595.3
C -1.038 1.545 -4.836
C 0.006 0.864 -3.942
P -0.741 -0.295 -2.696
C -2.331 0.526 -2.230
C -3.557 -0.264 -2.715
C 0.173 -0.197 -0.993
C -0.659 -1.263 -0.207
C -1.038 -1.052 1.268
C -2.367 -0.302 1.463
C -2.536 0.410 2.820
C -1.810 -0.211 4.005
O -0.467 0.287 4.060
C -0.079 0.734 5.348
C 0.163 1.289 -0.535
C 0.275 1.629 0.957
P 0.288 3.372 1.410
O -0.588 4.227 0.625
O -0.118 3.262 2.975
O 1.815 3.841 1.502
C 1.394 1.818 -1.250
O 1.661 2.972 -1.423
N 2.180 0.772 -1.686
C 1.730 -0.521 -1.124
C 2.558 -0.690 0.187
C 2.113 -1.514 1.407
C 2.050 -1.676 -2.162
Br 3.222 -1.082 -3.618
C 2.608 -3.068 -1.797
C 1.879 -3.938 -0.774
Br 4.508 -3.123 -1.331
H -0.527 2.086 -5.634
H -1.712 0.823 -5.305
H -1.634 2.275 -4.291
H 0.614 0.212 -4.566
H 0.680 1.616 -3.538
H -2.380 0.685 -1.157
H -2.342 1.525 -2.662
H -4.397 -0.136 -2.028
H -3.883 0.085 -3.696
H -3.339 -1.329 -2.809
H -1.583 -1.476 -0.756
H -0.097 -2.191 -0.278
H -1.143 -2.039 1.730
H -0.238 -0.580 1.823
H -3.170 -1.031 1.325
H -2.493 0.460 0.694
H -3.604 0.478 3.043
H -2.173 1.440 2.750
H -2.331 0.025 4.938
H -1.781 -1.304 3.925
H -0.030 -0.096 6.061
H 0.914 1.175 5.260
H -0.774 1.490 5.730
H -0.697 1.850 -0.898
H 1.102 1.112 1.443
H -0.631 1.299 1.456
H -0.098 2.352 3.320
H 2.151 3.841 2.409
H 3.165 0.981 -1.573
H 3.534 -1.051 -0.148
H 2.741 0.323 0.547
H 2.957 -2.084 1.799
H 1.777 -0.866 2.218
H 1.314 -2.222 1.208
H 1.134 -1.914 -2.707
H 2.577 -3.609 -2.739
H 2.261 -3.809 0.234
H 2.040 -4.984 -1.036
H 0.804 -3.764 -0.801